(1)
Entry from OMol25: a cluster of 2 separate species, C5H12N2 in total in a non-equilibrium geometry (the ωB97M-V functional and the def2-TZVPD basis).

```
19
C5H12N2 | OMol25 | the ωB97M-V functional and the def2-TZVPD basis
C -0.3919 0.5361 -0.0604
C -1.6316 -0.3314 0.2618
C -0.5555 2.0396 -0.6315
C 1.5972 -0.4252 -1.5791
C 0.3639 -1.5642 2.3371
N 0.6724 -0.1761 -0.5415
N 0.8478 0.3775 0.6743
H -1.8710 -0.1869 1.3566
H -1.4359 -1.3419 -0.1764
H -2.4959 -0.0466 -0.3523
H 0.0552 2.0416 -1.5505
H -0.3563 2.8574 0.0438
H -1.5640 2.2222 -0.7811
H 1.4037 -1.1775 -2.3105
H 1.8803 0.4777 -2.2588
H 2.5393 -0.9214 -1.2093
H 0.4558 -1.8259 1.2818
H 1.2062 -1.3569 2.9351
H -0.7198 -1.1979 2.5609
```

Calculated values
HOMO-LUMO gap (spin up / spin down) in eV: 8.60 / 8.49
Multiplicity: 1
ΔE to the lowest compared entry with this formula, charge and spin in kJ/mol: 666.3
E_tot in hartree: -306.975553

=====

(2)
Entry from OMol25: a cluster of 7 separate species, C8H31NO8 in total in a non-equilibrium geometry (the ωB97M-V functional and the def2-TZVPD basis).

```
48
C8H31NO8 | OMol25 | the ωB97M-V functional and the def2-TZVPD basis
C 4.1542 0.8196 0.5760
O 2.7885 0.2224 0.5851
C 2.3980 -0.1167 -0.7266
C 1.0342 -0.7337 -0.6754
N 1.0380 -1.8878 0.2591
C -0.2454 -2.5288 0.2461
C -0.2686 -3.8491 0.9718
O 0.8272 -4.5613 0.3270
C 1.1973 -5.6423 1.2102
H 4.3118 1.6762 -0.0794
H 4.8364 0.1038 0.1173
H 4.4852 1.1619 1.5565
H 3.1022 -0.8440 -1.1306
H 2.2484 0.6961 -1.4374
H 0.7718 -0.9619 -1.7084
H 0.3610 -0.0358 -0.1775
H 1.6356 -2.6400 -0.0524
H -0.7117 -2.6507 -0.7315
H -0.9481 -1.8459 0.7235
H -1.1743 -4.4500 0.8905
H -0.0712 -3.6994 2.0333
H 1.5340 -6.4534 0.5645
H 0.4033 -6.0600 1.8292
H 2.0717 -5.3529 1.7931
O -0.8937 1.9454 0.9479
H -0.8261 2.5044 0.1738
H -1.6702 1.4086 0.7892
O -0.7596 2.0964 3.6526
H -0.6380 2.6886 2.9105
H -1.6727 2.2207 3.9117
O -1.1991 0.5379 -2.0408
H -1.5640 0.4283 -1.1627
H -0.8713 1.4371 -2.0540
O 0.6151 0.1225 2.2404
H 1.0686 -0.2908 1.5057
H -0.0386 0.6891 1.8308
O -3.1153 0.5908 0.5722
H -3.6338 0.9889 1.2714
H -3.6587 -0.1285 0.2503
C -2.1969 3.4739 -3.3744
C -2.0652 3.6089 -1.8339
O -0.8211 3.0827 -1.3419
H -2.6087 2.4697 -3.4754
H -1.2337 3.7198 -3.8215
H -2.8462 4.3030 -3.6559
H -2.9047 3.2351 -1.2476
H -2.0270 4.6741 -1.6059
H -0.2183 3.8270 -1.4063
```

Calculated values
HOMO-LUMO gap (spin up / spin down) in eV: 2.41 / 8.65
Total charge: -1
Multiplicity: 2
<S²>: 0.750
E_tot in hartree: -979.941959

=====

(3)
Entry from OMol25: a structure of composition BaH16O8 in a non-equilibrium geometry (the ωB97M-V functional and the def2-TZVPD basis).

```
25
BaH16O8 | OMol25 | the ωB97M-V functional and the def2-TZVPD basis
Ba -0.0312 0.2827 -0.0546
O 0.3698 -1.7903 1.8514
H 1.0028 -2.5143 1.7514
H 0.5388 -1.5623 2.7684
O -2.7102 -0.0353 0.7874
H -3.3622 -0.7193 0.4814
H -3.1922 0.3947 1.5044
O 0.8388 -0.7053 -2.4096
H 0.3298 -1.0253 -3.1366
H 1.7378 -0.8163 -2.6946
O -0.5492 1.0457 2.4834
H -0.9692 1.8107 2.8484
H -0.4732 0.4277 3.2024
O 1.4928 1.9507 -1.8856
H 2.3318 1.5757 -1.5646
H 1.7558 2.8087 -2.2486
O -0.9152 2.7107 -0.6806
H -0.9892 3.1877 0.1724
H -0.6082 3.4357 -1.2176
O 2.5168 -1.0293 -0.2326
H 2.3998 -1.8533 0.2694
H 3.3568 -0.6173 -0.1266
O -1.2562 -2.2013 -0.7726
H -2.0732 -2.3323 -1.2376
H -1.5422 -2.4283 0.1404
```

Calculated values
HOMO-LUMO gap in eV: 11.89
Total charge: +2
Multiplicity: 1
ΔE to the lowest compared entry with this formula, charge and spin in kJ/mol: 117.7
E_tot in hartree: -636.595624

=====

(4)
Entry from OMol25: a cluster of 2 separate species, C5H14 in total in a non-equilibrium geometry (the ωB97M-V functional and the def2-TZVPD basis).

```
19
C5H14 | OMol25 | the ωB97M-V functional and the def2-TZVPD basis
C -1.7512 1.8865 0.6531
C -0.7821 2.8602 1.1743
H -2.0367 1.9059 -0.4401
H -1.0862 0.9617 0.5536
H -2.7198 1.7383 1.1222
H 0.2886 2.5864 1.1784
H -0.9698 3.2486 2.1674
H -0.4710 3.7650 0.5494
C 0.9778 -1.2584 -0.9533
C -0.2135 -2.1836 -1.2746
C 1.8272 -1.4678 0.3578
H 0.6047 -0.2268 -1.0175
H 1.6021 -1.3385 -1.8445
H -0.9226 -2.1139 -0.4380
H -0.8089 -1.7816 -2.1333
H 1.6652 -2.5230 0.5888
H 1.4385 -0.8710 1.1785
H 0.1637 -3.1590 -1.5713
H 2.8657 -1.1695 0.2111
```

Calculated values
HOMO-LUMO gap (spin up / spin down) in eV: 11.61 / 3.27
Total charge: +1
Multiplicity: 2
<S²>: 0.753
ΔE to the lowest compared entry with this formula, charge and spin in kJ/mol: 115.1
E_tot in hartree: -198.443140

=====

(5)
Entry from OMol25: a structure of composition C42H40N6NaO2PSe4Te in a non-equilibrium geometry (the ωB97M-V functional and the def2-TZVPD basis).

```
97
C42H40N6NaO2PSe4Te | OMol25 | the ωB97M-V functional and the def2-TZVPD basis
Na -0.4608 -1.5449 -1.3439
C -0.4926 6.4390 9.8462
O 0.5682 5.5399 9.6134
C 0.5407 4.8562 8.4219
C -0.5019 4.9220 7.5061
C -0.4310 4.2018 6.3157
C 0.6752 3.4092 6.0135
C 1.6934 3.3335 6.9668
C 1.6333 4.0467 8.1520
N 0.8627 2.6531 4.8257
N 0.0112 2.8836 3.9419
C 0.1269 2.1935 2.7655
C 1.1133 1.2291 2.5148
C 1.2089 0.5649 1.3233
C 0.3074 0.7756 0.2262
O 0.4406 0.1363 -0.8413
C -0.7463 1.7843 0.4758
N -1.6251 1.9894 -0.5122
C -2.5956 2.8530 -0.3580
C -2.7482 3.6037 0.8221
C -1.8632 3.4099 1.8488
C -0.8220 2.4691 1.7128
H -0.2595 6.9637 10.7694
H -1.4470 5.9187 9.9638
H -0.5887 7.1660 9.0367
H -1.3815 5.5178 7.7059
H -1.2449 4.2427 5.6043
H 2.5449 2.6982 6.7496
H 2.4298 3.9885 8.8854
H 1.8159 1.0228 3.3116
H 1.9867 -0.1739 1.1665
H -3.2875 2.9514 -1.1912
H -3.5590 4.3187 0.9089
H -1.9465 3.9588 2.7768
Se -1.9553 0.3834 -3.3079
Se -3.0272 0.8013 -5.2534
Se -5.0381 -1.5950 -2.7979
Se -3.1333 -0.9562 -1.8081
C -5.2339 -2.1601 2.3595
C -4.3584 -1.0986 2.1822
C -3.1588 -1.2807 1.5079
C -2.8073 -2.5378 0.9935
C -3.6921 -3.6105 1.1937
C -4.8874 -3.4170 1.8624
N -1.5807 -2.6528 0.3259
N -1.1467 -3.8836 0.3732
C 0.0763 -4.1486 -0.1745
C 0.6955 -5.3520 0.2563
C 1.9430 -5.6813 -0.2046
C 2.5953 -4.8261 -1.1090
C 1.9204 -3.6882 -1.5002
N 0.6983 -3.3422 -1.0707
H -6.1771 -2.0145 2.8739
H -4.6089 -0.1132 2.5582
H -2.4564 -0.4643 1.4053
H -3.4229 -4.5782 0.7908
H -5.5692 -4.2508 1.9900
H 0.1557 -5.9717 0.9621
H 2.4266 -6.5916 0.1325
H 3.5810 -5.0469 -1.4983
H 2.3672 -3.0067 -2.2220
Te 1.2023 -0.4552 -3.8689
C 3.1836 -0.7651 -4.6383
C 3.3925 -0.7756 -6.0177
C 4.6617 -0.9979 -6.5457
C 5.7429 -1.2098 -5.6981
C 5.5457 -1.2099 -4.3221
C 4.2741 -0.9987 -3.7987
C 1.6008 1.5439 -3.3025
C 2.5609 1.8451 -2.3404
C 2.7625 3.1602 -1.9418
C 1.9916 4.1819 -2.4893
C 1.0232 3.8813 -3.4381
C 0.8295 2.5653 -3.8503
H 2.5537 -0.5994 -6.6829
H 4.8052 -1.0015 -7.6205
H 6.7326 -1.3768 -6.1063
H 6.3810 -1.3833 -3.6543
H 4.1285 -1.0262 -2.7238
H 3.1247 1.0484 -1.8701
H 3.4991 3.3840 -1.1778
H 2.1384 5.2060 -2.1652
H 0.4056 4.6690 -3.8562
H 0.0634 2.3363 -4.5817
C -2.3111 -4.4684 -2.8974
P -1.1297 -3.2428 -3.6093
C 0.0902 -4.4315 -4.3414
C -2.0488 -2.8210 -5.1411
H -2.4280 -5.3308 -3.5637
H -3.2794 -3.9826 -2.7663
H -1.9656 -4.8107 -1.9190
H -0.4167 -5.1509 -4.9913
H 0.6095 -4.9722 -3.5465
H 0.8369 -3.8878 -4.9275
H -2.3445 -3.7239 -5.6879
H -1.4363 -2.1843 -5.7809
H -2.9426 -2.2537 -4.8826
```

Calculated values
HOMO-LUMO gap (spin up / spin down) in eV: 5.13 / 4.51
Total charge: -2
Multiplicity: 1
E_tot in hartree: -12480.940784

=====

(6)
Entry from OMol25: the molecule C6H13N3O2S in a non-equilibrium geometry (the ωB97M-V functional and the def2-TZVPD basis).

```
25
C6H13N3O2S | OMol25 | the ωB97M-V functional and the def2-TZVPD basis
C 0.5693 -0.9487 -1.3986
C 1.1273 -0.9310 -0.0033
C 0.1734 -1.0230 1.1903
C -1.0361 0.0567 1.2007
C -0.0676 2.3121 0.8556
C -0.1967 -2.4287 -1.5467
H 0.2197 1.1363 -1.6618
H -0.5613 0.3059 -2.8820
H 1.4152 -1.0284 -2.1894
H 1.9227 -0.0367 -0.0809
H 1.6361 -2.0214 0.1883
H 0.8629 -0.4257 1.9168
H 0.0228 -2.0055 1.4293
H -1.2548 0.5874 2.2114
H -1.9556 -0.5220 0.9338
H -0.9837 1.2697 -0.7303
H 0.1183 2.2143 3.0009
H 1.3021 3.2373 1.9566
H -1.5799 -1.3015 -1.6383
N -0.2986 0.1909 -1.8558
N -0.8914 1.2576 0.3798
N 0.6798 2.2875 1.9841
O -1.5444 -2.2484 -1.6294
O 0.3485 -3.5438 -1.4127
S -0.0279 3.6092 -0.2187
```

Calculated values
HOMO-LUMO gap in eV: 8.81
Multiplicity: 1
Structure (SMILES): NC(=S)NCCC[C@H](N)C(=O)O
ΔE to the lowest compared entry with this formula, charge and spin in kJ/mol: 401.3
E_tot in hartree: -949.246390